[1]
DFT (ωB97M-V/def2-TZVPD) results for a molecular structure, C29H32As2O8P2PtS3Se.

Last column: Mulliken charge in e.
Element x y z (Å)
Pt (1.52, 0.66, 0.36)  2.951
O (4.93, -0.27, 2.89)  -0.599
P (3.46, -0.17, 2.33)  0.555
O (2.47, -0.86, 3.21)  -0.716
O (3.41, -0.52, 0.84)  -0.710
O (3.19, 1.46, 2.41)  -0.024
P (4.07, 2.48, 1.42)  0.698
O (3.94, 3.85, 2.25)  -0.532
O (5.46, 1.98, 1.42)  -0.860
O (3.26, 2.65, 0.17)  -0.361
H (5.48, 0.37, 2.38)  0.437
H (4.65, 3.90, 2.91)  0.297
C (0.33, 1.51, 3.79)  -1.074
As (-0.12, 0.34, 2.30)  1.090
C (-0.92, -1.09, 3.34)  -1.704
C (-1.69, 1.30, 1.60)  0.581
C (-2.99, 0.90, 1.91)  -0.616
C (-4.08, 1.62, 1.43)  -0.757
C (-3.88, 2.74, 0.63)  -0.778
C (-2.59, 3.13, 0.31)  -0.643
C (-1.49, 2.40, 0.77)  -0.751
As (0.33, 2.80, 0.24)  0.663
C (0.72, 4.30, 1.40)  -1.253
C (0.17, 3.75, -1.44)  -1.334
H (-0.58, 1.98, 4.16)  0.442
H (1.06, 2.25, 3.50)  -0.063
H (0.78, 0.88, 4.56)  0.520
H (-1.56, -0.64, 4.08)  0.556
H (-0.08, -1.59, 3.82)  0.377
H (-1.46, -1.80, 2.72)  0.423
H (-3.16, 0.03, 2.53)  0.336
H (-5.08, 1.29, 1.67)  0.412
H (-4.73, 3.30, 0.26)  0.421
H (-2.43, 3.98, -0.34)  0.334
H (-0.06, 5.05, 1.22)  0.483
H (1.70, 4.70, 1.16)  0.450
H (0.70, 4.01, 2.45)  0.318
H (-0.34, 4.70, -1.29)  0.623
H (-0.35, 3.14, -2.17)  0.303
H (1.19, 3.93, -1.78)  0.398
Se (1.46, -2.54, 0.81)  0.674
C (-0.10, -3.55, 1.12)  0.189
C (-1.16, -3.58, 0.22)  0.276
C (-2.26, -4.37, 0.49)  -0.669
C (-2.32, -5.12, 1.66)  -0.459
C (-1.26, -5.08, 2.57)  -0.636
C (-0.15, -4.30, 2.30)  -0.588
H (-1.12, -2.97, -0.67)  0.185
H (-3.09, -4.39, -0.21)  0.448
H (-3.18, -5.75, 1.86)  0.401
H (-1.31, -5.66, 3.48)  0.403
H (0.67, -4.26, 3.00)  0.492
O (0.30, -0.94, -0.73)  -0.815
C (0.14, -0.90, -2.15)  2.252
C (0.92, 0.27, -2.74)  -1.056
C (0.60, 1.13, -3.74)  -0.603
C (1.67, 2.04, -4.04)  -0.971
C (2.76, 1.84, -3.27)  -0.358
S (2.54, 0.52, -2.19)  0.063
C (-1.36, -0.74, -2.36)  -0.798
C (-2.31, -1.69, -2.63)  -0.441
C (-3.64, -1.20, -2.51)  -1.270
C (-3.69, 0.10, -2.14)  -0.600
S (-2.12, 0.75, -1.93)  0.306
C (0.63, -2.15, -2.88)  -0.102
C (0.30, -2.54, -4.15)  -0.497
C (1.05, -3.66, -4.61)  -0.960
C (1.96, -4.08, -3.70)  -0.565
S (1.91, -3.13, -2.28)  0.000
H (-0.36, 1.13, -4.24)  0.664
H (1.61, 2.81, -4.80)  0.416
H (3.70, 2.37, -3.27)  0.499
H (-2.06, -2.70, -2.92)  0.716
H (-4.52, -1.81, -2.70)  0.433
H (-4.55, 0.73, -1.98)  0.559
H (-0.47, -2.04, -4.73)  0.606
H (0.93, -4.10, -5.59)  0.425
H (2.66, -4.90, -3.78)  0.485

Results
- 2S+1: 5
- LUMO (spin up / spin down): 0.3 / -2.7 eV
- Expectation value of S²: 6.028
- Orbital gap (spin up / spin down): 7.32 / 5.94 eV

[2]
DFT (ωB97M-V/def2-TZVPD) results for a molecular structure, C27H56HgNO13S5.

Last column: Mulliken charge in e.
Element x y z (Å)
Hg (-0.22, -1.64, -3.51)  1.412
O (0.90, 0.38, -0.07)  0.348
C (0.48, -0.29, -1.14)  0.761
O (0.87, 0.02, -2.29)  -0.922
O (-0.20, -1.34, -1.12)  -0.672
H (1.42, 0.98, -0.61)  0.088
C (-6.38, 2.06, 0.25)  -1.231
C (-5.23, 2.65, 1.07)  -0.491
N (-3.88, 2.49, 0.41)  -0.010
C (-2.87, 3.41, 1.07)  -0.743
C (-1.49, 3.23, 0.43)  -0.548
C (-3.51, 1.05, 0.52)  -0.069
C (-3.30, 0.53, 1.88)  -1.133
H (-7.30, 2.25, 0.80)  0.402
H (-6.32, 0.99, 0.41)  0.265
H (-6.52, 2.40, -0.77)  0.289
H (-5.36, 3.72, 1.23)  0.510
H (-5.15, 2.27, 2.09)  0.352
H (-3.10, 4.45, 0.84)  0.508
H (-2.74, 3.29, 2.14)  0.314
H (-1.56, 3.37, -0.65)  0.269
H (-0.78, 4.00, 0.75)  0.574
H (-1.05, 2.27, 0.70)  -0.279
H (-2.51, 0.93, 0.09)  -0.367
H (-4.21, 0.44, -0.06)  0.425
H (-2.71, 1.06, 2.63)  0.198
H (-2.78, -0.41, 1.71)  0.354
H (-4.25, 0.33, 2.37)  0.439
C (0.03, 4.84, -3.50)  -0.840
C (0.84, 5.75, -2.48)  -0.363
C (2.33, 5.56, -2.85)  -0.885
S (2.46, 3.73, -2.99)  1.176
O (2.73, 3.28, -1.63)  -0.576
O (3.35, 3.35, -4.06)  -0.695
C (0.63, 3.47, -3.41)  -0.268
H (0.28, 5.22, -4.49)  0.361
H (-1.05, 4.87, -3.33)  0.378
H (0.57, 5.31, -1.52)  0.148
H (0.48, 6.78, -2.56)  0.382
H (3.07, 5.86, -2.11)  0.428
H (2.56, 6.00, -3.82)  0.369
H (0.10, 2.76, -2.78)  0.001
H (0.63, 2.94, -4.36)  0.423
C (2.44, -2.90, 1.08)  -0.702
C (2.31, -3.73, -0.20)  -0.208
C (1.30, -4.91, -0.01)  -0.076
S (0.75, -4.75, 1.74)  1.037
O (1.69, -5.50, 2.61)  -0.637
O (-0.72, -5.04, 1.78)  -0.607
C (1.11, -2.90, 1.86)  -0.252
H (2.80, -1.87, 1.00)  0.133
H (3.12, -3.49, 1.69)  0.532
H (3.27, -4.14, -0.54)  0.515
H (1.93, -3.05, -0.96)  -0.151
H (1.53, -5.95, -0.24)  0.486
H (0.37, -4.79, -0.57)  -0.321
H (1.05, -2.54, 2.89)  0.287
H (0.37, -2.36, 1.28)  -0.074
C (4.08, -0.29, -2.11)  0.843
C (4.69, -0.24, -0.69)  -0.046
C (5.65, -1.41, -0.53)  -0.473
S (6.67, -1.35, -2.01)  1.042
O (7.08, -2.74, -2.38)  -0.654
O (7.63, -0.25, -1.76)  -0.625
C (5.21, -0.75, -3.09)  -0.887
H (3.74, 0.68, -2.46)  -0.298
H (3.24, -0.98, -2.05)  -0.234
H (3.90, -0.35, 0.04)  -0.395
H (5.15, 0.68, -0.33)  0.360
H (5.07, -2.33, -0.53)  -0.011
H (6.28, -1.35, 0.37)  0.563
H (5.01, -1.74, -3.52)  0.379
H (5.51, -0.07, -3.88)  0.466
C (-3.69, -5.31, -0.67)  -0.883
C (-4.39, -5.57, -2.02)  -0.635
C (-4.24, -4.33, -2.91)  -0.732
S (-3.37, -3.02, -1.96)  0.993
O (-4.32, -2.17, -1.21)  -0.537
O (-2.35, -2.35, -2.82)  -0.645
C (-2.63, -4.23, -0.86)  -0.380
H (-3.30, -6.21, -0.18)  0.424
H (-4.43, -5.00, 0.06)  0.381
H (-5.43, -5.80, -1.77)  0.301
H (-4.05, -6.48, -2.52)  0.329
H (-5.15, -3.93, -3.36)  0.492
H (-3.57, -4.64, -3.72)  0.290
H (-2.27, -3.73, 0.04)  0.545
H (-1.79, -4.66, -1.41)  -0.013
C (0.59, 0.26, 4.45)  -0.208
C (1.01, 0.79, 5.84)  -0.865
C (0.79, 2.31, 5.88)  -0.769
S (1.34, 2.96, 4.24)  1.050
O (2.80, 2.96, 4.20)  -0.640
O (0.53, 4.11, 3.83)  -0.622
C (0.80, 1.39, 3.36)  0.446
H (-0.47, 0.04, 4.56)  0.349
H (1.06, -0.70, 4.22)  -0.056
H (2.04, 0.55, 6.08)  0.333
H (0.51, 0.31, 6.68)  0.436
H (1.40, 2.82, 6.63)  0.480
H (-0.26, 2.52, 6.04)  0.330
H (1.53, 1.29, 2.55)  0.292
H (-0.18, 1.62, 2.95)  -0.556

Results
- Total charge: +1
- 2S+1: 1
- LUMO: -8.1 eV
- Orbital gap: 2.37 eV

[3]
DFT (ωB97M-V/def2-TZVPD) results for a gas-phase ion, C2H7N4S (charge +1).

Last column: Mulliken charge in e.
Element x y z (Å)
C (1.40, -0.39, 0.12)  0.589
C (-0.29, 1.48, 0.43)  -0.484
N (0.23, -0.88, 0.40)  -0.865
N (2.45, -1.19, -0.15)  -0.375
N (-1.68, -0.04, -0.69)  -0.591
N (-0.80, 0.05, 0.38)  0.767
S (1.43, 1.29, -0.20)  -0.078
H (-0.90, 2.39, -0.03)  0.397
H (-0.18, 1.85, 1.53)  0.314
H (2.40, -2.21, 0.11)  0.286
H (3.35, -0.86, -0.21)  0.213
H (-2.15, -0.85, -0.95)  0.219
H (-1.69, 0.61, -1.46)  0.238
H (-1.28, -0.12, 1.21)  0.370

Results
- Total charge: +1
- Structure (SMILES): NC1=N[N@H+](N)CS1
- 2S+1: 1
- LUMO: -3.1 eV
- Orbital gap: 10.89 eV

[4]
DFT (ωB97M-V/def2-TZVPD) results for a gas-phase ion, C4H6N3O2S (charge +1).

Last column: Mulliken charge in e.
Element x y z (Å)
C (1.14, 0.59, 0.13)  0.866
C (0.09, -0.19, -0.25)  -0.168
C (2.06, 0.66, -1.15)  0.323
C (-1.14, -0.41, 0.46)  0.424
N (0.23, -0.58, -1.60)  -0.228
N (-1.17, -0.13, 1.75)  -0.320
N (-2.20, -0.89, -0.17)  -0.365
O (1.46, -0.11, -2.06)  -0.242
O (1.40, 1.23, 1.24)  -0.519
S (3.40, 1.56, -1.28)  -0.276
H (0.13, -1.56, -1.84)  0.285
H (-0.35, 0.24, 2.22)  0.223
H (-2.02, -0.19, 2.29)  0.219
H (-2.19, -1.00, -1.17)  0.244
H (-3.08, -1.00, 0.31)  0.212
H (2.22, 1.77, 1.13)  0.321

Results
- Total charge: +1
- Structure (SMILES): NC(=[NH2+])c1[nH]oc(=S)c1O
- 2S+1: 1
- LUMO: -4.8 eV
- Orbital gap: 7.76 eV

[5]
DFT (ωB97M-V/def2-TZVPD) results for 2 unconnected molecules or ions with the total composition C2H10N3.

Last column: Mulliken charge in e.
Element x y z (Å)
C (2.26, -0.09, 0.57)  -0.814
N (0.85, 0.11, 1.06)  -0.327
H (2.83, -0.76, 1.20)  0.353
H (2.73, 0.89, 0.43)  0.339
H (2.14, -0.55, -0.41)  0.321
H (0.40, -0.80, 1.10)  0.397
H (0.89, 0.60, 1.95)  0.326
H (0.19, 0.58, 0.28)  0.282
N (-1.95, -0.94, -0.55)  -0.410
C (-1.56, 0.12, -1.25)  0.095
N (-0.88, 1.11, -0.71)  -0.671
H (-2.62, -1.56, -0.98)  0.280
H (-2.04, -0.79, 0.45)  0.245
H (-1.83, 0.11, -2.31)  0.377
H (-1.42, 1.97, -0.81)  0.208

Results
- Total charge: +1
- 2S+1: 1
- LUMO: -3.0 eV
- Orbital gap: 10.40 eV

How do the records compare in energy relative to the best compared isomer or geometry (same formula, charge and spin)? In the order shown, they have 0.197, 4.248, 1.892, 0.000, 1.555 eV.